(1)
A 2-piece molecular cluster, C5H12NS overall in a non-equilibrium geometry. Source: the Open Molecules 2025 dataset; level of theory: ωB97M-V/def2-TZVPD.

Results
Charge: +1
M (g/mol): 118.22
Energy above the lowest of the compared OMol25 structures with the same formula, charge and spin (eV): 1.3566
Calculated total energy (eV): -17692.95067
Max |F| (eV/A): 4.44
2S+1: 3
Highest occupied orbital energy (alpha / beta) (eV): -10.067 / -13.527

Last column: natural (NBO) charge in e.
Cartesian coordinates (Å):
1 C -2.041 1.307 -0.906  -0.15
2 C -2.215 2.116 -2.091  -0.76
3 C 1.211 -0.844 1.566  -0.44
4 C 1.416 -0.981 -0.955  -0.41
5 C 1.025 1.117 0.220  0.10
6 N 1.257 -0.153 0.255  -0.23
7 S -3.169 1.244 0.337  0.12
8 H -3.188 2.522 -2.233  0.26
9 H -1.765 1.668 -2.965  0.24
10 H -1.591 2.961 -1.939  0.22
11 H 2.292 -0.853 1.940  0.26
12 H 0.460 -0.184 2.161  0.24
13 H 0.859 -1.918 1.496  0.26
14 H 2.233 -1.620 -0.886  0.24
15 H 0.416 -1.643 -1.006  0.25
16 H 1.440 -0.179 -1.732  0.23
17 H 1.063 1.758 -0.684  0.24
18 H 0.913 1.649 1.148  0.23
19 H -2.553 0.384 1.090  0.12

(2)
C24H33HfO8S as an isolated structure in a non-equilibrium geometry. Source: the Open Molecules 2025 dataset; level of theory: ωB97M-V/def2-TZVPD.

Results
Charge: -1
M (g/mol): 660.08
Energy above the lowest of the compared OMol25 structures with the same formula, charge and spin (eV): 0.0488
Calculated total energy (eV): -53945.01615
Max |F| (eV/A): 5.21
2S+1: 1
Highest occupied orbital energy (eV): -0.748

Last column: natural (NBO) charge in e.
Cartesian coordinates (Å):
1 C -1.721 -7.354 -1.006  -0.27
2 C -1.076 -6.026 -1.449  -0.38
3 C -1.567 -7.406 0.525  -0.39
4 C -0.274 -6.620 0.785  -0.24
5 H -1.501 -8.447 0.858  0.24
6 H -2.439 -6.933 0.992  0.22
7 C 0.138 -5.916 -0.544  -0.24
8 H -1.793 -5.216 -1.249  0.23
9 H -0.829 -6.040 -2.516  0.24
10 C 0.610 -4.512 -0.156  -0.08
11 H 0.958 -6.474 -1.022  0.20
12 H 0.533 -7.319 1.060  0.21
13 C -0.282 -5.446 1.818  0.28
14 C -3.104 -7.525 -1.580  0.81
15 C -1.104 -8.588 -1.672  0.84
16 O -1.065 -9.711 -1.208  -0.57
17 O -3.768 -6.641 -2.096  -0.58
18 O -3.473 -8.817 -1.570  -0.51
19 O -0.653 -8.250 -2.904  -0.55
20 C -1.151 -8.955 -4.056  -0.25
21 H -1.367 -8.188 -4.801  0.19
22 H -2.061 -9.525 -3.843  0.19
23 H -0.363 -9.619 -4.410  0.19
24 C -4.828 -9.010 -1.945  -0.26
25 H -5.483 -8.383 -1.328  0.20
26 H -5.018 -10.066 -1.769  0.19
27 H -4.981 -8.761 -3.003  0.19
28 O 0.557 -4.379 1.274  -0.53
29 H -0.007 -3.701 -0.595  0.22
30 H 1.654 -4.343 -0.469  0.18
31 C 0.318 -5.922 3.135  -0.62
32 C -1.673 -4.854 2.072  -0.65
33 H -2.308 -5.559 2.625  0.19
34 H -2.172 -4.573 1.135  0.21
35 H -1.569 -3.945 2.682  0.24
36 H 0.370 -5.099 3.855  0.22
37 H 1.327 -6.319 2.975  0.21
38 H -0.303 -6.720 3.562  0.20
39 Hf 0.015 -0.194 0.207  1.19
40 C 2.224 0.936 0.052  -0.32
41 C 2.562 -0.453 0.035  -0.36
42 C 1.958 -1.054 -1.117  -0.40
43 H 3.250 -0.950 0.728  0.23
44 C 1.262 -0.027 -1.838  -0.41
45 C 1.423 1.208 -1.108  -0.36
46 H 1.185 2.209 -1.457  0.22
47 H 2.659 1.690 0.712  0.22
48 H 2.147 -2.067 -1.475  0.23
49 H 0.831 -0.148 -2.830  0.23
50 C -2.177 0.815 0.767  -0.41
51 C -1.414 1.709 -0.066  -0.40
52 C -1.300 1.096 -1.362  -0.38
53 H -1.170 2.740 0.182  0.21
54 C -1.930 -0.190 -1.315  -0.37
55 C -2.494 -0.351 -0.006  -0.32
56 H -3.163 -1.156 0.305  0.23
57 H -2.572 1.050 1.755  0.24
58 H -0.966 1.593 -2.270  0.22
59 H -2.104 -0.850 -2.167  0.23
60 C 0.410 2.718 2.767  -0.90
61 S 0.258 1.059 3.415  2.40
62 O 1.447 0.730 4.149  -0.96
63 O -1.045 0.899 4.009  -0.96
64 O 0.300 0.172 2.085  -1.04
65 H 1.061 3.235 3.482  0.24
66 H -0.594 3.157 2.780  0.24
67 H 0.830 2.766 1.753  0.26

(3)
C36H28O5P2PdSSe as an isolated structure. Source: the Open Molecules 2025 dataset; level of theory: ωB97M-V/def2-TZVPD.

Results
Charge: +2
M (g/mol): 820.01
Energy above the lowest of the compared OMol25 structures with the same formula, charge and spin (eV): 0.5070
Calculated total energy (eV): -146245.87321
Max |F| (eV/A): 0.70
2S+1: 1
Highest occupied orbital energy (alpha / beta) (eV): -14.237 / -14.238

Last column: Löwdin charge in e.
Cartesian coordinates (Å):
1 Pd 1.915 -0.806 -0.739  0.71
2 O -1.034 2.075 -1.543  -0.39
3 S 0.017 1.152 -2.006  0.95
4 C 1.173 2.118 -2.974  -0.38
5 C 0.748 3.328 -3.499  -0.05
6 C 1.641 4.105 -4.224  -0.01
7 C 2.950 3.677 -4.410  -0.02
8 C 3.385 2.492 -3.843  -0.04
9 C 2.495 1.713 -3.095  -0.35
10 P 3.169 0.381 -2.133  1.05
11 C 4.375 -0.513 -3.082  -0.37
12 C 5.626 -0.855 -2.574  -0.06
13 C 6.490 -1.610 -3.352  -0.04
14 C 6.106 -2.020 -4.623  -0.03
15 C 4.860 -1.670 -5.132  -0.05
16 C 3.990 -0.914 -4.366  -0.10
17 C 3.565 0.878 -0.479  -0.36
18 C 3.160 2.135 0.019  -0.05
19 C 3.178 2.361 1.372  -0.02
20 C 3.564 1.344 2.257  -0.01
21 C 3.954 0.106 1.792  -0.04
22 C 3.968 -0.148 0.419  -0.13
23 C -0.744 0.167 -3.330  -0.31
24 C -0.854 0.648 -4.623  -0.04
25 C -1.591 -0.043 -5.575  -0.02
26 C -2.242 -1.215 -5.234  -0.02
27 C -2.159 -1.697 -3.936  -0.03
28 C -1.413 -1.021 -2.971  -0.25
29 P -1.320 -1.807 -1.354  0.93
30 C -2.702 -2.858 -1.059  -0.30
31 C -3.771 -2.322 -0.334  -0.04
32 C -4.890 -3.104 -0.099  -0.03
33 C -4.945 -4.403 -0.585  -0.03
34 C -3.881 -4.934 -1.307  -0.04
35 C -2.754 -4.168 -1.545  -0.09
36 C 0.178 -2.799 -1.355  -0.31
37 C 0.296 -3.845 -0.444  -0.07
38 C 1.450 -4.614 -0.426  -0.01
39 C 2.501 -4.325 -1.286  -0.03
40 C 2.397 -3.280 -2.193  -0.06
41 C 1.221 -2.519 -2.258  -0.16
42 H -0.273 3.646 -3.325  0.13
43 H 1.315 5.047 -4.645  0.13
44 H 3.645 4.284 -4.975  0.13
45 H 4.418 2.187 -3.957  0.12
46 H 5.941 -0.517 -1.594  0.11
47 H 7.468 -1.868 -2.971  0.12
48 H 6.788 -2.605 -5.226  0.12
49 H 4.573 -1.980 -6.128  0.12
50 H 3.023 -0.629 -4.768  0.12
51 H 2.834 2.909 -0.664  0.12
52 H 2.878 3.325 1.759  0.13
53 H 3.564 1.540 3.321  0.13
54 H 4.268 -0.666 2.480  0.13
55 H 4.382 -1.081 0.049  0.11
56 H -0.372 1.573 -4.905  0.11
57 H -1.665 0.350 -6.580  0.13
58 H -2.830 -1.751 -5.966  0.13
59 H -2.698 -2.597 -3.673  0.11
60 H -3.727 -1.313 0.055  0.12
61 H -5.715 -2.697 0.468  0.12
62 H -5.820 -5.011 -0.397  0.12
63 H -3.928 -5.949 -1.677  0.12
64 H -1.926 -4.594 -2.099  0.12
65 H -0.500 -4.038 0.264  0.13
66 H 1.537 -5.434 0.275  0.13
67 H 3.397 -4.930 -1.262  0.12
68 H 3.201 -3.081 -2.889  0.10
69 H 1.072 -1.833 -3.085  0.10
70 O -1.354 -0.756 2.424  -0.33
71 Se -0.303 -0.372 1.309  0.99
72 O -1.289 -0.662 -0.302  -0.44
73 O 0.864 -1.497 1.011  -0.50
74 O 0.229 1.104 1.029  -0.39

(4)
A 2-piece molecular cluster, C3H8O2 overall. Source: the Open Molecules 2025 dataset; level of theory: ωB97M-V/def2-TZVPD.

Results
M (g/mol): 76.09
SMILES: C=O.CCO
Energy above the lowest of the compared OMol25 structures with the same formula, charge and spin (eV): 1.5781
Calculated total energy (eV): -7334.47246
Max |F| (eV/A): 0.45
2S+1: 1
Highest occupied orbital energy (eV): -9.866

Last column: natural (NBO) charge in e.
Cartesian coordinates (Å):
1 O -2.011 1.710 -1.278  -0.51
2 C -0.938 1.604 -1.807  0.29
3 H -0.757 0.772 -2.506  0.10
4 H -0.137 2.341 -1.655  0.12
5 C -0.052 -0.413 0.960  -0.07
6 O 0.611 0.791 0.531  -0.74
7 C 0.761 -1.617 0.541  -0.63
8 H -1.040 -0.414 0.506  0.17
9 H -0.180 -0.411 2.049  0.16
10 H 0.827 1.310 1.308  0.47
11 H 0.913 -1.586 -0.542  0.21
12 H 0.275 -2.534 0.862  0.21
13 H 1.729 -1.554 1.031  0.21

(5)
An isolated ion of composition C5H13N2 and charge +1 in a non-equilibrium geometry. Source: the Open Molecules 2025 dataset; level of theory: ωB97M-V/def2-TZVPD.

Results
Charge: +1
M (g/mol): 101.17
SMILES: C[C@@H](N)C/C=C/[NH3+]
Energy above the lowest of the compared OMol25 structures with the same formula, charge and spin (eV): 4.2044
Calculated total energy (eV): -8366.60598
Max |F| (eV/A): 2.62
2S+1: 1
Highest occupied orbital energy (eV): -12.624

Last column: natural (NBO) charge in e.
Cartesian coordinates (Å):
1 C -0.234 -0.911 -2.721  -0.61
2 C -0.366 -0.114 -1.387  -0.02
3 C 0.958 -0.199 -0.621  -0.47
4 C 0.823 -0.324 0.873  -0.10
5 C 0.917 0.782 1.631  -0.09
6 N -0.100 1.107 2.713  -0.71
7 N -1.552 -0.389 -0.584  -0.86
8 H 0.061 -1.938 -2.444  0.20
9 H -1.253 -0.979 -3.076  0.22
10 H 0.527 -0.433 -3.309  0.23
11 H -0.616 0.926 -1.659  0.19
12 H 1.475 -1.132 -0.941  0.23
13 H 1.496 0.718 -0.864  0.25
14 H 0.843 -1.197 1.538  0.24
15 H 1.692 1.569 1.687  0.23
16 H 0.004 0.439 3.492  0.44
17 H 0.171 2.026 3.065  0.44
18 H -1.080 1.202 2.433  0.46
19 H -2.398 -0.338 -1.135  0.38
20 H -1.536 -1.282 -0.101  0.35

(6)
One molecule with the formula C6H4ClF in a non-equilibrium geometry. Source: the Open Molecules 2025 dataset; level of theory: ωB97M-V/def2-TZVPD.

Results
M (g/mol): 130.55
SMILES: C=C1C=C(F)C(Cl)=C1
Energy above the lowest of the compared OMol25 structures with the same formula, charge and spin (eV): 2.7452
Calculated total energy (eV): -21524.08704
Max |F| (eV/A): 4.84
2S+1: 1
Highest occupied orbital energy (eV): -8.980

Last column: natural (NBO) charge in e.
Cartesian coordinates (Å):
1 C 1.051 0.555 0.968  0.40
2 C 1.123 -0.367 -0.011  -0.34
3 C -0.069 -0.375 -0.634  -0.05
4 C -0.452 -1.359 -1.404  -0.29
5 C -1.052 0.660 -0.006  -0.24
6 C -0.333 1.120 1.006  -0.07
7 H 1.845 -1.124 -0.151  0.23
8 H 0.025 -2.229 -1.834  0.21
9 H -1.478 -1.217 -1.733  0.19
10 H -2.153 0.927 -0.196  0.25
11 F 2.046 1.034 1.722  -0.30
12 Cl -0.553 2.376 2.273  0.00

(7)
A 12-piece molecular cluster, C20H69N5O12 overall in a non-equilibrium geometry. Source: the Open Molecules 2025 dataset; level of theory: ωB97M-V/def2-TZVPD.

Results
M (g/mol): 571.80
SMILES: COC[C@H](C)N.COC[C@H](C)N.COC[C@H](C)N.COC[C@H](C)N.COC[C@H](C)N.O.O.O.O.O.O.O
Energy above the lowest of the compared OMol25 structures with the same formula, charge and spin (eV): 3.8926
Calculated total energy (eV): -53874.28099
Max |F| (eV/A): 2.71
2S+1: 1
Highest occupied orbital energy (eV): -9.237

Last column: Löwdin charge in e.
Cartesian coordinates (Å):
1 C 4.293 4.766 -4.041  -0.06
2 C 3.318 5.730 -3.317  -0.41
3 C 2.675 6.863 -4.183  -0.17
4 O 3.650 7.784 -4.783  -0.20
5 C 3.065 8.595 -5.805  -0.12
6 N 2.186 4.959 -2.790  0.01
7 H 5.067 5.355 -4.533  0.07
8 H 3.886 4.145 -4.839  0.08
9 H 4.839 4.268 -3.240  0.07
10 H 3.858 6.153 -2.470  0.13
11 H 1.874 7.358 -3.633  0.11
12 H 2.163 6.367 -5.008  0.11
13 H 2.252 9.264 -5.524  0.08
14 H 2.666 7.911 -6.554  0.08
15 H 3.879 9.208 -6.193  0.09
16 H 1.681 5.570 -2.164  0.06
17 H 2.323 4.093 -2.288  0.07
18 C -9.035 -3.040 -2.489  -0.06
19 C -7.843 -4.000 -2.283  -0.42
20 C -7.921 -5.322 -3.207  -0.20
21 O -9.190 -5.902 -3.036  -0.19
22 C -9.244 -7.225 -3.494  -0.13
23 N -6.578 -3.341 -2.439  0.03
24 H -8.931 -2.242 -1.754  0.07
25 H -9.956 -3.574 -2.259  0.06
26 H -9.208 -2.717 -3.516  0.08
27 H -7.920 -4.355 -1.256  0.13
28 H -7.089 -5.976 -2.946  0.11
29 H -7.760 -5.105 -4.263  0.12
30 H -10.294 -7.505 -3.418  0.09
31 H -8.662 -7.893 -2.859  0.08
32 H -8.922 -7.477 -4.504  0.08
33 H -5.932 -4.056 -2.136  0.06
34 H -6.235 -3.248 -3.385  0.07
35 C 7.870 -0.173 2.426  -0.07
36 C 6.648 -0.894 1.843  -0.47
37 C 6.682 -2.427 2.036  -0.18
38 O 5.813 -3.002 1.044  -0.22
39 C 5.314 -4.319 1.285  -0.10
40 N 5.505 -0.202 2.351  0.04
41 H 7.717 0.905 2.478  0.08
42 H 8.721 -0.390 1.781  0.08
43 H 8.013 -0.517 3.450  0.07
44 H 6.716 -0.700 0.772  0.14
45 H 6.293 -2.600 3.039  0.12
46 H 7.652 -2.901 1.889  0.12
47 H 4.757 -4.406 2.218  0.08
48 H 6.153 -5.006 1.174  0.09
49 H 4.615 -4.520 0.473  0.08
50 H 4.729 -0.704 1.941  0.07
51 H 5.414 -0.405 3.336  0.07
52 C -0.536 -3.418 4.766  -0.07
53 C -0.335 -4.124 6.113  -0.42
54 C -1.683 -4.842 6.560  -0.17
55 O -2.716 -3.844 6.792  -0.19
56 C -3.964 -4.528 6.876  -0.12
57 N 0.738 -5.049 5.772  0.01
58 H -1.131 -2.510 4.864  0.07
59 H -1.007 -4.193 4.162  0.09
60 H 0.319 -2.995 4.238  0.07
61 H 0.042 -3.551 6.960  0.13
62 H -1.418 -5.213 7.551  0.11
63 H -1.982 -5.699 5.957  0.12
64 H -4.693 -3.724 6.978  0.09
65 H -4.049 -5.293 7.649  0.09
66 H -4.216 -4.967 5.911  0.08
67 H 1.440 -4.472 5.331  0.06
68 H 1.136 -5.236 6.681  0.06
69 C 0.381 4.048 3.904  -0.04
70 C 1.444 5.210 3.605  -0.42
71 C 0.812 6.494 3.118  -0.24
72 O 0.022 6.316 1.996  -0.18
73 C -0.830 7.343 1.504  -0.10
74 N 2.076 5.446 4.865  0.01
75 H -0.351 4.360 4.649  0.07
76 H 0.765 3.083 4.234  0.07
77 H -0.239 3.913 3.018  0.06
78 H 2.150 4.852 2.856  0.13
79 H 1.542 7.300 3.042  0.13
80 H 0.127 6.795 3.911  0.13
81 H -1.504 6.953 0.741  0.08
82 H -0.260 8.085 0.944  0.08
83 H -1.394 7.954 2.208  0.09
84 H 2.805 6.140 4.780  0.07
85 H 2.581 4.653 5.235  0.08
86 O -3.110 2.306 -1.011  -0.05
87 H -3.956 2.097 -1.408  0.03
88 H -3.332 2.690 -0.163  0.03
89 O -2.667 -1.029 -5.919  -0.05
90 H -2.001 -1.622 -6.267  0.02
91 H -2.176 -0.398 -5.392  0.02
92 O -1.194 3.282 -4.731  -0.06
93 H -0.325 3.190 -4.341  0.02
94 H -1.774 3.447 -3.987  0.02
95 O 1.294 -2.722 -6.353  -0.05
96 H 1.789 -3.225 -6.999  0.03
97 H 1.922 -2.549 -5.651  0.02
98 O -0.843 -4.739 -2.399  -0.05
99 H -0.413 -4.579 -3.239  0.03
100 H -0.714 -5.673 -2.236  0.03
101 O -0.081 -0.771 -0.757  -0.05
102 H -0.426 -1.529 -1.229  0.02
103 H -0.604 -0.034 -1.071  0.02
104 O 3.707 -2.228 -2.901  -0.05
105 H 4.198 -2.669 -2.208  0.02
106 H 3.071 -1.684 -2.435  0.03

(8)
One molecule with the formula C12H13N in a non-equilibrium geometry. Source: the Open Molecules 2025 dataset; level of theory: ωB97M-V/def2-TZVPD.

Results
M (g/mol): 171.24
SMILES: C/C=c1\cccc\c1=C(/C#N)CC
Energy above the lowest of the compared OMol25 structures with the same formula, charge and spin (eV): 3.6330
Calculated total energy (eV): -14141.45192
Max |F| (eV/A): 4.20
2S+1: 1
Highest occupied orbital energy (alpha / beta) (eV): -7.829 / -7.829

Last column: natural (NBO) charge in e.
Cartesian coordinates (Å):
1 C -2.659 -0.633 -0.510  0.26
2 C 1.907 -2.386 0.636  -0.22
3 C 0.608 -2.983 0.195  -0.19
4 C 2.110 -1.076 0.448  -0.19
5 C -0.454 -2.199 -0.193  -0.20
6 C 1.129 -0.282 -0.233  -0.13
7 C -0.214 -0.764 -0.193  0.03
8 C 1.497 0.926 -0.731  -0.06
9 C -1.360 0.017 -0.204  -0.11
10 C 2.805 1.662 -0.926  -0.67
11 C -2.970 1.715 0.788  -0.60
12 C -1.518 1.423 0.409  -0.42
13 N -3.688 -1.115 -0.625  -0.33
14 H 2.676 -3.192 1.065  0.22
15 H 0.630 -4.020 0.430  0.21
16 H 3.022 -0.443 0.713  0.21
17 H -1.418 -2.498 -0.461  0.24
18 H 0.670 1.472 -1.123  0.19
19 H 3.343 2.035 -0.111  0.23
20 H 2.532 2.409 -1.717  0.23
21 H 3.466 0.904 -1.366  0.23
22 H -3.629 1.741 -0.103  0.22
23 H -3.050 2.583 1.456  0.22
24 H -3.145 0.791 1.344  0.21
25 H -1.017 1.593 1.317  0.22
26 H -1.273 2.320 -0.304  0.20